(1)
9
Properties=species:S:1:pos:R:3:forces:R:3:mulliken_charge:R:1 method="wB97M-V/def2-TZVPD" e_above_lowest_kcal_mol=171.2 charge=0 homo_lumo_gap_ev="7.72 / 9.84"
C 0.034204 -0.542402 -0.686964 1.1 -0.5 0.2 -0.5852
O -0.942406 -1.308153 0.091361 -0.1 0.0 -0.9 0.0420
O -0.625085 -2.568562 0.210620 0.0 0.1 -0.2 -0.3015
F -3.599332 -0.932148 0.070469 -0.1 0.5 -0.3 -0.2005
F -3.978279 1.267779 0.944800 0.2 -0.1 -0.5 -0.2318
P -3.385803 0.587064 -0.384018 -0.4 -0.4 0.8 0.4453
H 0.976716 -1.038999 -0.426943 0.0 0.2 -0.4 0.2907
H 0.026783 0.395811 -0.131235 -0.1 0.3 -0.7 0.2955
H -0.044148 -0.470884 -1.835255 -0.6 -0.2 2.0 0.2455

(2)
29
Properties=species:S:1:pos:R:3:forces:R:3:mulliken_charge:R:1 method="wB97M-V/def2-TZVPD" e_above_lowest_kcal_mol=43.8 charge=+2 smiles="CO/[NH+]=C(/C)[C@]1(C#N)OCC[C@]12C[NH2+]2" homo_lumo_gap_ev=10.21
C 0.217067 -0.707745 -1.992088 1.5 0.3 0.0 -0.2688
C -2.438961 -0.192763 0.297717 0.6 1.4 0.4 -0.7102
C -0.373441 -1.657912 1.223719 3.0 1.8 -0.9 -0.5492
C -2.742730 0.174555 -1.164472 -0.3 4.1 2.0 -0.6276
C -0.409512 0.167463 -0.941624 -0.7 -1.8 -0.1 1.4696
C -1.031871 -0.756494 0.245796 -1.5 0.4 -1.3 0.6135
C 0.616592 1.166345 -0.377572 -2.2 1.1 -1.7 0.0288
C 0.194963 2.608997 -0.487827 3.4 -0.8 0.9 -1.5295
C 3.475216 -0.712316 -0.132629 -1.2 -1.8 -2.5 -0.6990
N 0.962084 -1.246352 -2.699385 -1.2 0.3 0.7 -0.3536
N 1.768858 0.798129 -0.025290 0.7 0.4 1.3 0.0679
N -1.013279 -2.225716 0.043569 -1.8 -2.7 2.2 -0.2157
O -1.515436 0.847424 -1.506223 1.6 -0.9 0.0 -0.4741
O 2.048668 -0.542854 0.102828 0.8 2.1 -0.4 -0.1710
H -2.315953 0.691261 0.970630 -0.5 -0.1 -0.9 0.2683
H -3.197449 -0.759166 0.757875 -0.7 -1.2 0.6 0.5995
H 0.739171 -1.728862 1.269637 -1.3 0.1 -0.2 0.1350
H -0.817869 -1.748824 2.158774 -1.2 -0.7 1.3 0.4185
H -3.203622 -0.460499 -1.848048 0.4 -2.3 -1.2 0.3710
H -3.453555 1.027999 -1.310045 0.3 -0.5 1.0 0.3254
H -0.762564 2.753721 -0.138469 -2.2 0.2 0.8 0.3997
H 0.212130 2.860203 -1.528080 0.1 0.3 -0.7 0.4024
H 0.906848 3.211631 0.109765 -0.4 0.0 -0.6 0.4560
H 4.034583 -0.346974 0.637151 1.4 1.6 2.0 0.3823
H 3.801696 -0.430311 -1.161592 -0.5 -0.1 0.9 0.3327
H 3.470396 -1.762446 0.007740 0.8 -1.2 -0.4 0.3154
H 2.470366 1.514170 0.321318 -0.6 -1.2 -0.4 0.4004
H -0.464670 -2.632726 -0.642987 2.0 -0.7 -1.8 0.2181
H -1.679054 -3.000247 0.363162 -0.1 2.0 -0.9 0.3939

(3)
65
Properties=species:S:1:pos:R:3:forces:R:3:mulliken_charge:R:1 method="wB97M-V/def2-TZVPD" e_above_lowest_kcal_mol=32.3 charge=-2 homo_lumo_gap_ev=6.30
Sc -1.247923 0.957531 -0.131382 -0.5 -0.7 -0.2 -0.0564
C -1.771223 3.456931 -5.607782 0.4 -0.3 0.3 -0.7952
S -0.240523 2.776831 -4.885982 -0.1 0.1 -0.2 -0.1312
C -0.984023 2.180031 -3.356782 -0.5 0.1 0.2 0.3852
S -1.455523 3.280231 -2.184582 0.2 0.0 0.7 -0.3615
N -1.233123 0.911031 -3.399382 0.7 -0.8 -1.6 -1.4984
N -1.678623 0.266831 -2.320582 -0.9 -0.4 0.8 1.5085
C -2.522023 -0.688869 -2.536682 0.7 0.9 -0.6 -1.1391
C -3.076023 -1.478269 -1.472882 -0.5 -0.6 0.8 1.1788
C -3.995823 -2.495169 -1.769882 0.3 0.4 0.0 -0.8808
C -4.566523 -3.212469 -0.741282 0.0 0.0 0.3 -0.3625
C -4.214323 -2.893069 0.562618 0.0 0.0 -0.3 -1.0197
C -3.288523 -1.881369 0.765118 0.0 0.0 0.3 -0.2805
N -2.716423 -1.193769 -0.208682 -0.1 0.2 -0.5 0.5501
H -1.484423 3.974131 -6.517582 0.0 0.1 -0.1 0.3084
H -2.229123 4.142631 -4.900182 0.0 0.1 0.0 0.2290
H -2.441623 2.630731 -5.830582 -0.1 0.0 -0.1 0.2466
H -2.871523 -0.879669 -3.554182 0.2 0.0 0.1 0.2523
H -4.255123 -2.690169 -2.800482 0.0 0.0 -0.1 0.4197
H -5.281623 -3.997369 -0.945982 0.0 0.0 0.0 0.3956
H -4.651923 -3.404069 1.406018 0.0 0.0 0.1 0.4105
H -3.003823 -1.617969 1.775918 0.0 0.1 0.0 0.4932
F 0.122777 -2.876569 5.728818 0.0 0.1 -0.2 -0.3422
C 0.170477 -2.675969 4.390218 0.0 0.0 -0.2 0.4972
C -0.445823 -1.574369 3.802518 0.0 0.0 0.3 -0.1874
F -1.088923 -0.679269 4.575318 0.1 -0.2 -0.1 -0.3303
C -0.407523 -1.413169 2.433418 0.2 -0.2 -0.6 -0.7599
F -1.012023 -0.292469 1.899818 0.2 -0.4 0.6 0.1438
C 0.195077 -2.341169 1.551018 -0.1 0.0 0.8 1.0558
S 0.136677 -2.191869 -0.124582 0.2 0.1 -0.8 -0.4138
C 0.834777 -3.430069 2.200218 -0.2 0.3 -0.2 -0.0939
F 1.464277 -4.356369 1.451718 -0.1 0.1 0.3 -0.3595
C 0.833477 -3.587869 3.567218 -0.1 0.1 0.2 0.3559
F 1.466177 -4.639769 4.133118 -0.2 0.2 -0.1 -0.3333
Br -4.339223 6.458731 2.837618 0.0 0.1 0.1 -0.2232
C -4.027423 4.832431 1.924618 -0.3 0.1 0.0 0.1967
C -5.059423 4.203731 1.257518 -0.1 0.2 0.1 0.2252
Br -6.795323 4.954331 1.254318 -0.1 0.0 0.0 -0.2296
C -4.810623 3.011631 0.578918 -0.2 -0.2 -0.2 -0.3809
Br -6.183223 2.089831 -0.354082 0.1 0.0 0.0 -0.1928
C -3.546123 2.447531 0.531918 -0.1 0.5 0.2 0.2377
O -3.249523 1.374431 -0.128582 -0.2 -0.1 0.3 -0.1750
C -2.474023 3.084231 1.255218 -0.8 0.3 -0.1 0.6935
O -1.320723 2.496431 1.210018 0.4 -0.4 -0.1 -0.5965
C -2.751623 4.265231 1.928018 0.3 0.0 0.1 -0.2761
Br -1.319323 5.098831 2.844818 0.1 -0.1 0.0 -0.1781
C 6.698477 -2.818769 -0.542082 0.0 -0.4 -0.2 -0.9942
C 8.016377 -2.133269 -0.347282 -0.2 0.1 0.0 0.7226
O 9.091977 -2.646469 -0.524082 0.2 -0.2 0.0 -0.5832
S 7.969777 -0.455369 0.228718 -0.3 0.3 0.1 -0.1694
C 6.227577 -0.037669 0.175118 0.7 0.0 0.0 -0.4472
C 5.696177 0.482031 -0.999282 0.0 0.0 0.1 -0.2116
C 4.353777 0.783231 -1.067482 0.0 0.0 -0.1 -0.6342
C 3.516677 0.581531 0.038818 0.1 -0.1 0.0 0.6256
C 4.077077 0.078431 1.221618 -0.1 0.0 0.0 -0.5793
C 5.421277 -0.224869 1.288918 0.1 0.0 0.0 -0.1790
C 2.133577 0.849531 -0.065382 -0.2 0.2 -0.1 -0.0660
C 0.934977 1.017131 -0.222282 0.7 0.2 0.0 -0.4473
H 5.980677 -2.186469 -1.058482 0.0 0.0 0.0 0.3240
H 6.279677 -3.063869 0.433418 -0.1 0.0 0.0 0.2729
H 6.857577 -3.738669 -1.100382 0.1 0.0 0.0 0.3242
H 6.338477 0.633031 -1.855582 0.0 0.0 -0.1 0.3926
H 3.928077 1.172131 -1.982082 -0.1 0.0 0.0 0.5089
H 3.442977 -0.080269 2.083418 -0.1 0.0 0.0 0.4961
H 5.851777 -0.614469 2.200418 0.0 0.0 0.1 0.4588

(4)
73
Properties=species:S:1:pos:R:3:forces:R:3:mulliken_spin:R:1 method="wB97M-V/def2-TZVPD" e_above_lowest_kcal_mol=91.6 multiplicity=8 charge=+3 homo_lumo_gap_ev="5.54 / 4.43"
Gd 0.013180 -0.130501 0.538146 0.0 -0.2 -0.2 5.8047
P -1.695750 2.114037 0.671805 -0.9 0.8 -0.1 -0.0603
P -2.112229 -1.514092 1.639529 -0.9 -0.6 0.8 -0.0737
P 1.825789 1.453095 -0.857519 1.6 1.4 -0.9 -0.0412
H -0.919623 -2.495025 -1.348272 0.6 0.2 0.2 0.0119
C 0.103786 -2.084872 -1.338801 0.3 -0.3 0.3 0.0253
C 1.009931 -2.366060 -0.336465 0.0 -0.8 -0.7 0.1720
H 0.792283 -3.027881 0.513287 -0.2 0.3 -0.4 0.0018
C -2.764242 2.197385 -0.817133 0.1 0.0 0.1 0.0396
C -2.888403 2.255401 2.058217 0.1 0.0 0.1 0.0042
C -0.883104 3.749708 0.721317 0.1 0.0 0.1 0.0019
C -1.809729 -3.305785 1.720102 0.0 -0.1 0.0 0.0061
C -2.728855 -1.216783 3.324473 -0.1 0.1 0.2 0.0111
C -3.649887 -1.445697 0.681182 0.0 -0.1 -0.2 0.0275
C 3.195219 0.421017 -1.548440 -0.1 -0.2 -0.1 0.0082
C 2.762789 2.849995 -0.132805 0.0 0.0 0.2 0.0054
C 1.037415 2.222974 -2.327138 0.0 -0.4 -0.1 0.0564
H 0.393596 -1.619585 -2.296764 0.0 -0.1 0.7 0.0246
H 2.076654 -2.112186 -0.392376 -0.4 0.1 -0.2 0.0009
H -3.416952 3.077526 -0.791799 0.1 -0.1 0.0 0.0017
H -3.383855 1.294341 -0.871262 0.1 0.2 -0.1 -0.0010
H -2.131130 2.245268 -1.711549 -0.2 0.0 0.1 0.0013
H -3.422677 3.214279 2.011151 0.1 -0.3 0.0 0.0004
H -2.330133 2.202795 3.002721 -0.2 0.0 -0.1 0.0000
H -3.616603 1.437191 2.029823 0.1 0.2 0.0 0.0007
H -1.622460 4.546446 0.866593 0.2 -0.1 -0.1 0.0006
H -0.326993 3.935776 -0.203122 -0.1 0.0 0.2 0.0008
H -0.178242 3.759372 1.562817 -0.1 0.1 -0.2 0.0001
H -2.780341 -3.791907 1.867696 0.3 -0.2 0.0 0.0011
H -1.149437 -3.525079 2.569014 -0.1 0.0 -0.2 -0.0001
H -1.346350 -3.667432 0.795876 -0.2 -0.1 0.2 -0.0025
H -3.694347 -1.726511 3.416027 0.1 0.1 0.2 -0.0001
H -2.865133 -0.146587 3.519492 0.0 -0.3 0.0 0.0016
H -2.026816 -1.638052 4.054631 -0.2 0.2 -0.1 -0.0011
H -4.339040 -2.164471 1.133752 -0.1 0.1 -0.2 0.0033
H -3.454789 -1.733280 -0.355833 -0.1 0.1 0.1 0.0031
H -4.087600 -0.444549 0.703964 0.0 -0.2 0.0 -0.0060
H 3.821007 0.965319 -2.274622 -0.2 -0.1 0.3 0.0021
H 2.787602 -0.476019 -2.041112 0.2 0.3 0.2 -0.0043
H 3.830170 0.086801 -0.715668 -0.1 0.1 -0.2 0.0001
H 3.408708 3.362152 -0.860822 -0.2 -0.3 0.1 0.0001
H 3.386326 2.455681 0.678195 -0.1 0.2 -0.1 0.0000
H 2.063287 3.579967 0.288562 0.2 -0.1 0.0 0.0013
H 1.753887 2.721276 -2.988096 0.0 -0.1 0.1 -0.0005
H 0.264867 2.934176 -2.037298 0.1 0.0 0.1 -0.0112
H 0.531514 1.421917 -2.875568 -0.1 0.3 0.1 -0.0177
C 2.089664 -0.926150 -6.067841 -0.2 0.6 -0.2 0.2539
C 1.493006 -0.479869 -7.264577 -1.0 -0.4 -1.5 0.0427
C 1.401624 -1.340261 -8.367220 -0.4 1.7 0.7 0.0650
C 1.974272 -2.617962 -8.317054 -0.3 -0.1 -0.2 0.2227
C 2.689663 -2.999837 -7.180824 0.6 -0.1 1.3 0.0443
C 2.787031 -2.151154 -6.085270 0.8 -1.1 -0.5 0.0643
S 2.124956 0.052165 -4.628397 -1.1 -0.6 0.4 0.2631
H 0.751445 0.173989 -4.239267 1.5 0.0 -1.4 0.0316
H 1.131551 0.548753 -7.318682 -0.1 -0.4 -0.1 -0.0036
H 0.891452 -1.005768 -9.273964 0.3 -0.1 0.3 0.0055
H 1.873099 -3.292151 -9.168720 0.1 0.2 0.2 -0.0004
H 3.183259 -3.970502 -7.154490 -0.1 0.3 0.0 0.0046
H 3.405620 -2.404526 -5.233391 -0.1 -0.2 0.0 0.0005
C 0.283493 1.508115 6.472691 -0.4 0.1 -0.1 0.0002
N 0.136655 1.156277 5.032578 0.9 -0.4 -1.1 0.0050
C 0.691337 0.069163 4.420791 0.0 -0.1 1.4 0.0149
S 1.345115 0.210320 2.823172 0.1 0.1 0.9 -0.0255
N 0.799060 -1.100415 5.089192 -0.3 0.5 -1.0 0.0076
C -0.036345 -1.486464 6.233303 -0.1 0.1 0.3 0.0001
H 0.895527 0.758967 6.990915 -0.3 0.3 -0.2 0.0000
H -0.728985 1.587367 6.906973 0.6 -0.1 0.1 0.0002
H 0.792601 2.483743 6.545306 -0.2 -0.5 -0.1 0.0001
H 0.097602 1.950009 4.384347 0.0 -0.5 0.6 0.0029
H 1.305562 -1.842357 4.596055 -0.3 0.6 0.4 -0.0006
H -0.892350 -0.815328 6.307625 0.2 0.1 0.0 0.0004
H -0.457570 -2.484159 6.084554 0.4 0.0 0.0 -0.0001
H 0.538330 -1.453538 7.166275 -0.2 -0.1 -0.2 0.0000